<i>
{"formula": "C4H4O", "method": "ωB97M-V with the def2-TZVPD basis set", "elements": ["C", "C", "C", "C", "O", "H", "H", "H", "H"], "xyz": [[0.76, -1.93, 0.53], [0.11, -0.92, 0.42], [-0.62, 0.34, 0.28], [0.07, 1.22, -0.76], [0.73, 2.19, -0.48], [1.33, -2.82, 0.65], [-1.65, 0.15, -0.04], [-0.64, 0.88, 1.23], [-0.07, 0.90, -1.82]], "gap_ev": 10.9, "homo_energy_ev": -9.9, "lumo_ev": 0.94, "smiles": "C#CCC=O"}

---

<ii>
{"formula": "C4H4O", "method": "ωB97M-V with the def2-TZVPD basis set", "elements": ["C", "C", "C", "C", "O", "H", "H", "H", "H"], "xyz": [[2.09, 1.36, -0.87], [1.12, 0.69, -0.29], [0.75, -0.54, 0.51], [-0.32, 0.34, 0.12], [-1.15, 0.20, -1.28], [0.88, -1.48, -0.11], [1.08, -0.63, 1.48], [-0.74, 0.91, 0.84], [-0.44, 0.31, -1.90]], "gap_ev": 9.8, "homo_energy_ev": -10.3, "lumo_ev": -0.54}

---

Most stable structure - <i>; separation to the second - 3.984 eV.

---

<i>
{"formula": "C7H14N", "method": "ωB97M-V with the def2-TZVPD basis set", "elements": ["C", "C", "C", "C", "C", "C", "C", "N", "H", "H", "H", "H", "H", "H", "H", "H", "H", "H", "H", "H", "H", "H"], "xyz": [[-1.25, 1.14, 0.74], [-1.56, 0.54, -0.51], [-0.14, 0.24, 1.09], [-0.62, -0.50, -0.26], [1.33, 0.84, 1.03], [-0.26, -0.59, 2.32], [-0.22, -1.75, -0.74], [0.60, 0.47, -2.68], [-1.69, 1.97, 1.30], [-2.23, 0.92, -1.31], [1.33, 1.88, 0.68], [1.79, 0.22, 0.28], [2.06, 0.81, 1.90], [-0.06, 0.02, 3.12], [0.58, -1.27, 2.23], [-1.25, -1.04, 2.43], [0.46, -2.13, 0.12], [0.38, -1.19, -1.56], [-0.90, -2.49, -1.13], [-0.27, 0.37, -3.17], [1.29, 0.07, -3.23], [0.63, 1.47, -2.65]], "gap_ev": 9.1, "total_charge": 1, "homo_energy_ev": -14.5, "lumo_ev": -5.35}

---

<ii>
{"formula": "C7H14N", "method": "ωB97M-V with the def2-TZVPD basis set", "elements": ["C", "C", "C", "N", "H", "H", "H", "H", "H", "H", "C", "C", "C", "C", "H", "H", "H", "H", "H", "H", "H", "H"], "xyz": [[1.37, -1.88, 0.84], [1.46, -2.56, -0.30], [1.28, 0.19, 1.95], [1.11, -0.50, 0.85], [1.55, -2.29, 1.81], [1.16, -2.10, -1.26], [1.67, -3.66, -0.36], [1.09, 1.23, 2.03], [1.56, -0.34, 2.84], [0.70, -0.06, 0.00], [-0.40, 2.72, -0.54], [-0.66, 1.36, -1.20], [-1.55, 0.41, -0.43], [-2.55, -0.28, -1.03], [0.18, 2.63, 0.38], [0.16, 3.36, -1.26], [-1.35, 3.28, -0.37], [0.29, 0.87, -1.44], [-1.10, 1.52, -2.23], [-1.48, 0.35, 0.67], [-3.35, -0.70, -0.38], [-2.57, -0.38, -2.10]], "gap_ev": 7.5, "total_charge": 1, "homo_energy_ev": -13.1, "lumo_ev": -5.53}

---

<iii>
{"formula": "C7H14N", "method": "ωB97M-V with the def2-TZVPD basis set", "elements": ["C", "C", "C", "C", "C", "C", "C", "N", "H", "H", "H", "H", "H", "H", "H", "H", "H", "H", "H", "H", "H", "H"], "xyz": [[0.20, -2.01, -0.20], [0.45, -0.66, 0.35], [0.22, -0.59, 1.91], [1.81, 0.01, -0.06], [1.26, 1.04, -0.71], [-0.13, 0.68, -0.36], [-1.05, 1.63, 0.40], [-0.95, 0.32, -1.76], [0.99, -2.57, 0.26], [0.21, -2.03, -1.31], [-0.80, -2.45, 0.01], [-0.79, -0.42, 2.28], [0.86, 0.32, 2.12], [0.65, -1.28, 2.61], [2.73, -0.32, 0.13], [1.61, 1.98, -1.22], [-1.80, 0.96, 0.76], [-1.70, 2.40, -0.23], [-0.53, 2.15, 1.20], [-1.34, -0.68, -1.92], [-0.23, 0.59, -2.48], [-1.66, 0.92, -1.79]], "gap_ev": 11.0, "total_charge": 1, "homo_energy_ev": -14.4, "lumo_ev": -3.41, "smiles": "CC1(C)C=C[C@@]1(C)[NH3+]"}

---

<iv>
{"formula": "C7H14N", "method": "ωB97M-V with the def2-TZVPD basis set", "elements": ["C", "C", "C", "C", "C", "C", "C", "N", "H", "H", "H", "H", "H", "H", "H", "H", "H", "H", "H", "H", "H", "H"], "xyz": [[0.33, 0.13, 1.88], [0.31, 1.41, 1.14], [-0.09, 0.25, 0.22], [-1.39, 0.13, -0.28], [3.39, -0.97, -1.02], [2.36, -0.24, -0.27], [1.04, -0.36, -0.52], [-4.57, -0.22, -0.73], [-0.58, -0.06, 2.45], [1.09, -0.48, 2.34], [-0.58, 1.96, 1.42], [1.15, 2.02, 0.83], [-1.82, -0.81, -0.60], [-1.80, 1.09, -0.61], [4.30, -0.41, -1.30], [3.03, -1.44, -1.93], [3.96, -1.73, -0.47], [2.69, 0.37, 0.57], [0.89, -0.93, -1.43], [-5.25, -0.07, 0.00], [-3.72, -0.09, -0.22], [-4.74, 0.44, -1.47]], "gap_ev": 6.0, "total_charge": 1, "homo_energy_ev": -13.1, "lumo_ev": -7.15}

---

Most stable structure - <iii>; separation to the second - 0.079 eV.

---

<i>
{"formula": "C7H14N", "method": "ωB97M-V with the def2-TZVPD basis set", "elements": ["C", "C", "C", "C", "C", "C", "C", "N", "H", "H", "H", "H", "H", "H", "H", "H", "H", "H", "H", "H", "H", "H"], "xyz": [[0.38, -1.18, -1.53], [-1.71, 0.45, 1.11], [-2.20, -0.84, 0.55], [-0.69, -0.60, 0.56], [0.04, -1.48, 1.62], [1.76, 1.97, -1.58], [1.46, 1.26, -0.32], [0.27, -0.39, -0.51], [1.17, -1.15, -2.36], [-0.32, -2.01, -1.69], [-1.81, 1.26, 0.43], [-2.04, 0.77, 2.16], [-2.62, -1.52, 1.23], [-2.71, -0.69, -0.31], [1.10, -1.58, 1.39], [-0.52, -2.37, 1.56], [0.01, -0.96, 2.60], [2.42, 2.81, -1.21], [2.35, 1.37, -2.27], [0.79, 2.50, -2.04], [0.62, 1.60, 0.41], [2.27, 0.79, 0.20]], "gap_ev": 10.0, "total_charge": 1, "homo_energy_ev": -14.2, "lumo_ev": -4.11}

---

<ii>
{"formula": "C7H14N", "method": "ωB97M-V with the def2-TZVPD basis set", "elements": ["C", "C", "C", "C", "C", "C", "C", "N", "H", "H", "H", "H", "H", "H", "H", "H", "H", "H", "H", "H", "H", "H"], "xyz": [[1.18, -0.34, -2.06], [1.79, -0.47, -0.72], [-0.90, -0.53, 0.60], [-1.98, -0.08, -0.16], [1.40, -0.75, 0.50], [1.87, -1.28, 1.74], [-1.50, 2.10, 0.26], [-2.28, 1.13, -0.42], [1.84, -0.25, -2.88], [0.59, 0.59, -2.08], [2.90, -0.80, -0.78], [-0.62, 0.05, 1.53], [-0.93, -1.56, 0.72], [-2.54, -0.84, -0.52], [2.96, -1.22, 1.57], [1.38, -2.26, 1.80], [1.50, -0.63, 2.59], [-1.77, 2.03, 1.30], [-0.39, 1.91, 0.14], [-1.80, 3.07, -0.02], [0.38, -1.22, -2.24], [-3.08, 1.34, -0.87]], "gap_ev": 8.3, "total_charge": 1, "homo_energy_ev": -13.1, "lumo_ev": -4.79}

---

Most stable structure - <i>; separation to the second - 0.256 eV.